{"formula": "C45H89BrN4O8P", "method": "the ωB97M-V functional and the def2-TZVPD basis", "homo_energy_ev": -10.7076, "homo_lumo_gap_ev": 7.1, "total_charge": 1, "species": ["C", "C", "N", "C", "C", "C", "C", "C", "C", "C", "C", "C", "C", "C", "C", "C", "C", "C", "C", "C", "C", "C", "C", "C", "C", "C", "C", "N", "O", "N", "C", "N", "P", "O", "Br", "H", "H", "H", "H", "H", "H", "H", "H", "H", "H", "H", "H", "H", "H", "H", "H", "H", "H", "H", "H", "H", "H", "H", "H", "H", "H", "H", "H", "H", "H", "H", "H", "H", "H", "H", "H", "H", "H", "H", "H", "H", "H", "H", "H", "H", "H", "H", "H", "H", "H", "H", "H", "H", "C", "C", "O", "C", "H", "H", "H", "H", "H", "H", "C", "C", "O", "C", "H", "H", "H", "H", "H", "H", "C", "C", "O", "C", "H", "H", "H", "H", "H", "H", "C", "C", "O", "C", "H", "H", "H", "H", "H", "H", "C", "C", "O", "C", "H", "H", "H", "H", "H", "H", "C", "C", "O", "C", "H", "H", "H", "H", "H", "H"], "positions_angstrom": [[-5.052584, -0.744713, 0.751250], [-4.719743, -1.953403, 0.262679], [-3.438268, -2.618619, 0.412664], [-2.273880, -1.696442, 0.208983], [-0.954915, -2.377241, 0.662433], [-0.993832, -3.902102, 0.837385], [0.147428, -4.276499, 1.824872], [1.536784, -3.756540, 1.408973], [2.189662, -2.844158, 2.466197], [3.042937, -1.733623, 1.850870], [3.231744, -0.511073, 2.744330], [1.904471, 0.092453, 3.265798], [1.743685, 1.605008, 3.007087], [0.500468, 1.854166, 2.144772], [0.053422, 3.315535, 2.039414], [-1.480226, 3.453191, 1.823858], [-1.849653, 3.610605, 0.352508], [-1.578681, 2.316390, -0.458329], [-0.378141, 2.424714, -1.394230], [0.239378, 1.084840, -1.810494], [1.234123, 1.349278, -2.968237], [1.431096, 0.138716, -3.910960], [2.870103, -0.436685, -3.891115], [2.892561, -1.936413, -3.580794], [-0.733223, -4.710613, -0.439198], [-1.730008, -4.552187, -1.598577], [-2.848675, -5.579200, -1.567922], [-4.191138, -5.078054, -1.799148], [-2.681485, -6.757374, -1.380746], [-2.264670, -4.372122, 1.502193], [-3.193116, -3.326168, 1.571719], [-3.679412, -3.065578, 2.743798], [-3.223177, -4.022286, 4.209338], [-3.631620, -5.527944, 3.817070], [-4.927318, -3.460192, 5.511946], [-5.579686, -0.008981, 0.155607], [-4.813610, -0.405002, 1.757564], [-5.449280, -2.471696, -0.352772], [-2.397950, -0.760511, 0.747013], [-2.216691, -1.488446, -0.856182], [-0.201311, -2.142229, -0.083082], [-0.629410, -1.886891, 1.580569], [-0.154081, -3.862417, 2.787885], [0.151148, -5.363613, 1.899933], [2.179100, -4.632024, 1.317219], [1.534326, -3.287631, 0.428088], [1.433920, -2.452007, 3.145010], [2.844296, -3.468608, 3.074829], [4.040219, -2.154396, 1.691262], [2.696067, -1.435015, 0.858874], [3.748433, 0.260770, 2.179434], [3.873069, -0.735040, 3.596495], [1.870097, -0.069144, 4.343347], [1.060576, -0.437376, 2.822819], [2.627241, 1.990809, 2.499293], [1.653466, 2.154805, 3.944178], [0.756239, 1.512979, 1.138339], [-0.305791, 1.212277, 2.506096], [0.365614, 3.906124, 2.898707], [0.523459, 3.737218, 1.151337], [-1.798950, 4.317051, 2.409364], [-1.980830, 2.568286, 2.221490], [-1.285151, 4.441013, -0.072171], [-2.901125, 3.882042, 0.246996], [-2.474758, 2.147988, -1.059493], [-1.479726, 1.479501, 0.237110], [0.421232, 3.042676, -0.987852], [-0.721819, 2.915749, -2.303764], [0.845273, 0.694930, -0.988373], [-0.484396, 0.331999, -2.128926], [0.891113, 2.221318, -3.524896], [2.185951, 1.634917, -2.521910], [1.175412, 0.432037, -4.925993], [0.773057, -0.657932, -3.562542], [3.337806, -0.243425, -4.855231], [3.474965, 0.077779, -3.145426], [2.750268, -2.124125, -2.517920], [2.075665, -2.416365, -4.122512], [3.810003, -2.402081, -3.934385], [0.264105, -4.478334, -0.798655], [-0.754079, -5.761065, -0.143241], [-1.177214, -4.750310, -2.520154], [-2.149915, -3.558328, -1.713281], [-4.113263, -4.228291, -2.349430], [-4.569839, -4.798561, -0.900039], [-2.667013, -5.157559, 0.997183], [-4.304105, -2.272971, 2.865528], [-2.802061, -6.015451, 3.731774], [7.348165, -0.255552, 2.945584], [6.779786, 0.664922, 1.896535], [5.871975, 1.423341, 2.147770], [7.397980, 0.600033, 0.522664], [6.818736, -0.106351, 3.883728], [7.237650, -1.295646, 2.631924], [8.405860, -0.036614, 3.096290], [7.289176, -0.404373, 0.109390], [8.458264, 0.849309, 0.580828], [6.900880, 1.311119, -0.133307], [8.701210, 5.310539, 4.779651], [8.082498, 4.312272, 3.831463], [8.607311, 3.246042, 3.605332], [6.779484, 4.703429, 3.177229], [9.628999, 4.906810, 5.177929], [8.914228, 6.242673, 4.254350], [8.017818, 5.515518, 5.605075], [6.914775, 5.609252, 2.583714], [6.015925, 4.879892, 3.936362], [6.455608, 3.893766, 2.526669], [-3.993732, -7.460505, -4.228078], [-3.527101, -6.585851, -5.360731], [-3.296332, -5.407392, -5.183220], [-3.355287, -7.228109, -6.713302], [-4.053769, -6.861597, -3.328643], [-4.973852, -7.881856, -4.456272], [-3.277093, -8.266781, -4.060668], [-4.305473, -7.642500, -7.052789], [-2.618582, -8.030378, -6.653797], [-3.015002, -6.484636, -7.430321], [-0.818749, 7.546608, -3.243593], [-0.514619, 6.979633, -1.880306], [-0.673680, 5.805123, -1.636513], [-0.003485, 7.940275, -0.834813], [-1.175259, 6.752440, -3.895874], [-1.586918, 8.317542, -3.165163], [0.082227, 7.985145, -3.675089], [-0.738584, 8.726929, -0.658948], [0.930195, 8.394542, -1.169285], [0.174750, 7.404957, 0.095334], [-5.355013, 3.824980, 4.277832], [-4.934176, 2.407236, 3.998398], [-4.643084, 2.039218, 2.882411], [-4.914003, 1.450379, 5.165136], [-5.333306, 4.398386, 3.354406], [-6.366846, 3.841158, 4.685426], [-4.674137, 4.281777, 4.997535], [-5.918794, 1.364422, 5.581703], [-4.232863, 1.793938, 5.944361], [-4.586265, 0.470994, 4.820642], [-2.450350, 1.657949, -4.512936], [-2.005092, 2.364047, -5.772951], [-1.615351, 3.506230, -5.748216], [-2.069929, 1.573646, -7.057277], [-2.354303, 2.333515, -3.665913], [-3.495094, 1.355482, -4.604982], [-1.825876, 0.778823, -4.338813], [-3.096468, 1.260196, -7.253444], [-1.435352, 0.688605, -6.984874], [-1.723845, 2.192945, -7.881051]], "atomic_forces_ev_per_a": [[0.360, -0.411, 0.330], [-0.524, 0.914, -0.191], [-0.859, 0.425, 2.147], [0.991, -0.668, -0.790], [-0.763, 0.291, -0.253], [1.183, -0.553, 0.152], [-0.447, 0.264, -0.526], [0.197, -0.564, 0.748], [0.072, -0.098, -0.449], [0.685, -0.174, 0.422], [-0.592, 0.340, -0.026], [0.743, 0.289, 0.201], [-0.420, -0.251, -0.175], [0.683, 0.319, -0.024], [-0.670, -0.442, -0.483], [0.587, 0.246, 0.070], [-0.014, -0.196, 0.104], [-0.147, 0.762, 0.165], [-0.338, -0.790, -0.126], [0.834, 0.803, -0.450], [-0.314, -0.344, -0.018], [0.762, 0.329, 0.791], [-0.227, -0.124, -0.030], [-0.166, 0.201, -0.601], [-0.725, 0.210, -0.062], [0.326, -0.362, -0.375], [-0.921, 0.068, -0.172], [0.869, 0.032, 0.020], [0.283, 0.503, 0.489], [0.183, 0.788, 0.210], [0.440, -0.629, -0.471], [-1.114, -0.247, 0.091], [0.774, 0.063, 0.622], [-0.295, 0.330, -0.107], [0.061, 0.031, -0.501], [-1.243, -0.593, 0.330], [1.261, 0.586, -0.475], [0.650, 0.169, -0.931], [-0.316, 0.007, 0.057], [-0.214, 0.174, -0.045], [0.100, 0.033, -0.010], [0.040, -0.190, 0.174], [0.149, -0.066, 0.162], [-0.036, -0.060, 0.175], [0.069, -0.002, -0.303], [-0.097, 0.171, -0.018], [-0.092, 0.164, -0.071], [-0.055, 0.050, 0.233], [0.017, -0.006, -0.281], [-0.337, 0.072, 0.053], [0.169, -0.054, -0.052], [0.103, -0.182, -0.034], [-0.272, -0.176, 0.031], [-0.110, -0.001, -0.016], [0.058, 0.104, 0.014], [-0.018, 0.006, 0.082], [-0.202, -0.249, -0.061], [-0.159, 0.087, 0.113], [0.081, -0.115, 0.157], [0.256, 0.295, 0.164], [-0.313, 0.038, -0.112], [-0.132, 0.051, 0.186], [-0.041, -0.103, -0.019], [-0.081, -0.022, 0.160], [0.047, -0.379, -0.107], [0.052, -0.129, -0.016], [-0.047, 0.139, 0.141], [0.121, 0.274, 0.004], [-0.338, -0.354, 0.209], [-0.282, 0.078, 0.132], [-0.052, -0.007, -0.116], [0.108, 0.084, -0.076], [-0.210, -0.207, -0.093], [-0.269, -0.037, -0.287], [0.127, -0.088, -0.034], [0.026, 0.136, 0.004], [0.056, -0.061, 0.098], [-0.021, -0.150, 0.022], [0.141, -0.068, 0.255], [0.121, -0.001, 0.079], [0.222, -0.119, -0.132], [-0.068, -0.045, -0.106], [0.093, 0.147, 0.179], [-0.153, 0.077, -0.021], [-0.306, -0.226, 0.007], [-0.012, -0.058, 0.019], [-0.135, -0.053, -0.183], [0.013, -0.328, -0.117], [-0.161, 0.071, 0.112], [0.126, 0.034, 0.060], [-0.117, 0.068, -0.045], [-0.161, 0.157, -0.039], [0.003, 0.020, -0.001], [0.133, -0.005, -0.041], [0.030, -0.074, -0.063], [0.133, -0.031, 0.030], [0.034, -0.119, 0.004], [-0.003, 0.005, 0.008], [0.160, -0.186, 0.014], [-0.026, 0.003, -0.006], [0.020, -0.041, -0.019], [0.077, -0.281, -0.156], [0.000, -0.007, -0.005], [-0.111, 0.061, 0.051], [-0.040, 0.120, -0.056], [-0.051, 0.091, 0.122], [0.017, 0.139, -0.012], [-0.049, 0.002, 0.023], [0.120, 0.161, -0.030], [-0.019, 0.030, 0.038], [0.078, 0.028, 0.052], [0.062, 0.275, -0.055], [-0.209, -0.113, -0.020], [0.067, -0.140, -0.029], [-0.121, -0.127, -0.096], [0.037, -0.133, 0.037], [-0.101, -0.101, 0.008], [-0.002, 0.003, 0.003], [-0.068, -0.234, -0.037], [-0.009, 0.033, -0.080], [0.085, 0.066, -0.051], [-0.002, -0.210, 0.126], [0.010, -0.010, 0.008], [0.096, 0.105, -0.009], [-0.041, 0.129, 0.031], [0.071, 0.092, -0.078], [-0.063, 0.118, -0.035], [-0.002, -0.007, -0.006], [0.087, 0.020, -0.226], [-0.047, 0.035, 0.022], [0.017, -0.193, -0.106], [0.055, -0.136, -0.148], [0.007, -0.008, -0.005], [0.048, 0.015, 0.131], [-0.091, -0.013, 0.105], [0.041, 0.058, 0.130], [-0.107, 0.088, 0.056], [-0.006, -0.007, 0.010], [0.035, 0.187, 0.114], [0.019, 0.006, -0.013], [0.025, 0.034, 0.020], [0.082, 0.190, -0.061], [0.006, 0.027, -0.015], [0.050, -0.168, -0.038], [-0.113, -0.095, -0.053], [0.026, -0.126, 0.041], [-0.108, -0.081, 0.022], [0.002, 0.010, 0.006]]}